(1)
Entry from the Open Molecules 2025 dataset: a structure of composition C39H43ClP2RuSi2 at a distorted geometry (ωB97M-V with the def2-TZVPD basis set).

Net charge: +2
HOMO (alpha / beta), eV: -9.4 / -12.7
2S+1: 5
Expectation value of S²: 6.05
LUMO energy (alpha / beta), eV: -5.5 / -7.0

Geometry (Å):
C (2.003311, 1.461461, 1.419474)
C (1.806724, 0.366922, 2.325475)
C (3.108017, -0.142549, 2.706130)
H (0.847443, 0.036049, 2.720579)
C (4.111699, 0.720042, 2.088205)
C (3.415221, 1.685090, 1.260332)
H (3.883014, 2.466341, 0.658484)
H (1.207451, 2.051626, 0.958328)
H (3.303082, -0.951859, 3.405734)
H (5.179660, 0.649509, 2.239862)
Ru (2.983804, -0.465968, 0.670268)
Si (0.973231, -4.491868, 0.739042)
C (-0.826328, -5.021040, 0.883709)
C (-1.633625, -5.182082, -0.249890)
H (-1.225421, -5.025819, -1.249864)
C (-2.984992, -5.528046, -0.116701)
H (-3.620538, -5.592323, -1.008309)
C (-3.520965, -5.775911, 1.147317)
H (-4.578828, -6.042605, 1.257730)
C (-2.704681, -5.667112, 2.277307)
H (-3.127133, -5.848055, 3.266443)
C (-1.366227, -5.291671, 2.144371)
H (-0.735856, -5.192612, 3.028723)
C (1.567800, -5.387552, -0.788097)
C (2.137948, -6.656068, -0.590448)
H (2.225830, -7.042541, 0.427600)
C (2.572690, -7.409614, -1.682211)
H (3.015638, -8.389851, -1.525589)
C (2.440269, -6.918317, -2.985531)
H (2.786885, -7.510245, -3.835106)
C (1.833154, -5.678778, -3.189198)
H (1.717777, -5.288759, -4.202335)
C (1.358524, -4.932805, -2.097140)
H (0.839893, -3.989501, -2.294152)
H (1.674410, -4.821887, 1.980650)
Si (-1.782260, -1.497824, -0.437437)
C (0.100386, -1.935141, -0.419604)
C (0.849687, -2.587694, 0.719466)
H (0.389981, -2.398068, 1.698190)
C (2.337266, -2.373841, 0.758794)
H (2.926203, -2.848475, 1.576565)
C (2.998134, -2.253139, -0.526822)
H (3.988981, -2.695510, -0.632230)
C (2.262965, -1.635983, -1.556426)
H (2.791227, -1.363642, -2.479851)
C (0.866682, -1.436520, -1.456286)
H (0.364554, -0.837017, -2.237703)
C (-2.408866, -1.880010, 1.283382)
C (-1.699533, -1.605907, 2.462279)
H (-0.700604, -1.156330, 2.422543)
C (-2.263996, -1.882655, 3.714653)
H (-1.668410, -1.717981, 4.618870)
C (-3.582680, -2.344344, 3.791847)
H (-4.048100, -2.513843, 4.764385)
C (-4.311546, -2.578375, 2.619050)
H (-5.332774, -2.963398, 2.670176)
C (-3.726389, -2.344981, 1.374282)
H (-4.301003, -2.521241, 0.463637)
H (-2.725224, -1.878684, -1.450473)
Cl (-1.752102, 0.567672, -0.598052)
C (-0.537190, 3.766815, -1.107786)
P (-1.147601, 5.393104, -0.709530)
C (-2.698476, 5.462134, 0.156723)
C (-1.055280, 6.453458, -2.172027)
C (-1.637147, 6.448410, -3.439291)
C (-1.108896, 7.321873, -4.403667)
C (-0.047425, 8.175088, -4.100726)
C (0.536645, 8.194800, -2.823324)
C (0.015052, 7.337705, -1.854940)
P (0.469934, 6.814208, -0.182325)
C (2.077460, 6.061443, -0.086260)
C (0.114732, 8.030647, 1.068593)
H (0.171760, 3.797789, -1.946606)
H (-1.394944, 3.144215, -1.393874)
H (-0.050629, 3.313368, -0.233555)
H (-2.520078, 5.282890, 1.225092)
H (-3.183415, 6.436688, 0.018818)
H (-3.347359, 4.672685, -0.245207)
H (-2.466247, 5.777965, -3.667699)
H (-1.536817, 7.326325, -5.407063)
H (0.352074, 8.839306, -4.867363)
H (1.368560, 8.855460, -2.578206)
H (2.764028, 6.802766, 0.346053)
H (2.027177, 5.179145, 0.566870)
H (2.433466, 5.769545, -1.082755)
H (-0.375200, 8.907061, 0.624611)
H (-0.532692, 7.589720, 1.837949)
H (1.067046, 8.336714, 1.523061)

Atoms 1-2, force components in eV/Å:
C 0.284 0.097 0.779
C -0.096 0.496 -0.004

Atomic partial charges in e from the Mulliken method, atoms 1 to 4: atom 1 (C): 0.810, atom 2 (C): -0.718, atom 3 (C): -0.889, atom 4 (H): 0.595

***

(2)
Entry from the Open Molecules 2025 dataset: a structure of composition C16H34O at a distorted geometry (ωB97M-V with the def2-TZVPD basis set).

Net charge: 0
HOMO, eV: -9.1
LUMO energy, eV: 0.9

Geometry (Å):
C (2.689830, -1.664261, -6.372029)
H (2.262884, -1.546954, -7.361190)
C (1.495364, -2.489303, -5.480808)
C (1.936259, -2.749461, -4.193262)
C (2.082247, -1.478953, -3.447200)
C (1.073305, -0.645953, -3.154531)
C (1.455026, 0.646672, -2.298567)
C (1.677220, 0.130145, -0.821676)
C (0.699333, -0.662304, -0.013327)
C (1.168062, -0.679412, 1.495415)
C (0.383491, -1.817964, 2.390674)
C (-1.168321, -1.326040, 2.403990)
C (-1.424817, 0.292181, 3.058908)
C (-2.699578, 0.505814, 3.488769)
C (-3.025053, 1.800850, 4.155796)
C (-2.326360, 3.139643, 3.412051)
C (-2.812226, 4.533908, 4.165827)
O (-4.135910, 4.563317, 4.228322)
H (-4.513796, 5.224288, 4.883883)
H (-2.263917, 4.313335, 5.264032)
H (-2.419186, 5.179457, 3.636377)
H (-2.750611, 3.065207, 2.483222)
H (-1.306426, 2.998729, 3.361461)
H (-3.782338, 1.978193, 4.478901)
H (-2.532274, 1.531396, 5.170896)
H (-3.264319, -0.248396, 4.038360)
H (-3.298562, 0.800687, 2.359641)
H (-0.765945, 0.006218, 4.240670)
H (-0.680319, 1.001568, 2.519456)
H (-1.662863, -1.839406, 3.057312)
H (-1.638262, -1.204255, 1.532453)
H (0.190967, -2.679625, 1.792915)
H (0.742506, -1.751840, 3.373681)
H (1.227452, 0.341010, 1.864955)
H (2.215986, -1.110837, 1.441662)
H (0.673907, -1.705189, -0.233923)
H (-0.367910, -0.129325, -0.019960)
H (2.948097, -0.244453, -0.727719)
H (1.995693, 1.122432, -0.264822)
H (0.543940, 0.993599, -2.142133)
H (2.141752, 1.288369, -2.630214)
H (0.918436, -0.375520, -4.036102)
H (0.307844, -1.323370, -2.710214)
H (3.059049, -0.846999, -3.884744)
H (2.644009, -2.056605, -2.440776)
H (1.110411, -3.277181, -3.661615)
H (2.872965, -3.258854, -4.226645)
H (1.301408, -3.226571, -6.119950)
H (0.565151, -1.997524, -5.603282)
H (2.915157, -0.811681, -6.083156)
H (3.541243, -2.308782, -6.371784)

Atoms 1-2, force components in eV/Å:
C -4.798 -8.343 -1.631
H 0.199 -0.254 -0.407

Atomic partial charges in e from the Mulliken method, atoms 1 to 4: atom 1 (C): -1.434, atom 2 (H): 0.395, atom 3 (C): -1.010, atom 4 (C): -0.485

***

(3)
Entry from the Open Molecules 2025 dataset: a cluster of 5 separate species, C32H53BClIN4O9 in total at a distorted geometry (ωB97M-V with the def2-TZVPD basis set).

Net charge: 0
HOMO, eV: -8.5
LUMO energy, eV: -1.4

Geometry (Å):
C (7.210821, -0.145647, 0.380226)
O (6.775232, -1.213839, 1.318182)
C (5.678934, -0.693417, 2.198260)
C (4.589825, -1.837923, 2.636215)
C (3.484114, -2.223377, 1.489231)
C (3.186623, -1.049316, 0.384606)
C (2.239250, 0.223782, 0.913018)
C (1.640267, 0.294160, 2.456550)
C (0.059132, -0.123515, 2.572598)
C (-0.966044, 0.866371, 1.729177)
Cl (-0.333695, -1.859720, 2.054984)
C (1.879898, 1.480701, -0.086001)
C (2.487578, 1.430238, -1.608064)
C (3.446079, 0.193496, -2.197007)
C (3.763538, -1.055257, -1.184392)
B (4.655226, -2.342343, -1.685590)
O (4.007170, -3.283813, -2.654640)
O (6.032608, -2.668425, -1.250253)
C (3.967118, 0.366796, -3.740113)
O (5.092917, -0.117759, -4.268363)
C (3.016889, 1.291372, -4.744406)
C (2.140651, 2.424052, -4.240416)
C (1.315357, 3.252471, -5.393351)
C (0.779568, 4.732045, -4.933793)
C (1.957709, 5.852626, -4.701090)
I (1.383330, 7.189057, -3.007990)
C (2.107885, 2.702521, -2.625197)
O (1.828843, 3.858464, -2.017653)
H (7.839997, -0.708578, -0.463057)
H (6.298827, 0.347040, -0.207286)
H (7.914921, 0.655209, 0.862256)
H (6.236615, -0.367274, 3.202273)
H (5.219231, 0.288484, 1.756090)
H (5.195712, -2.818416, 2.923143)
H (4.094189, -1.478155, 3.659588)
H (3.787891, -3.262603, 1.045584)
H (2.453684, -2.405545, 2.063967)
H (2.313540, -0.299504, 3.222091)
H (1.715572, 1.437288, 2.791773)
H (-0.256139, -0.013307, 3.713536)
H (-2.062761, 0.561027, 2.056496)
H (-0.846920, 0.677427, 0.574358)
H (-0.778960, 1.991276, 2.030237)
H (1.209111, 2.370848, 0.273117)
H (3.460243, -3.972865, -2.167840)
H (6.021433, -3.558472, -0.754806)
H (3.064761, 1.079988, -5.918317)
H (2.089841, 3.442240, -6.281733)
H (0.469379, 2.566650, -5.882087)
H (0.140958, 4.588145, -3.952816)
H (0.082123, 5.137867, -5.789958)
H (3.027511, 5.408090, -4.507543)
H (2.044496, 6.554035, -5.663355)
C (-3.382898, -1.110002, 4.861584)
C (-2.954970, 0.107658, 5.633892)
O (-2.364434, 1.044605, 5.105280)
N (-3.245608, 0.147235, 6.967539)
C (-3.927651, -0.850425, 7.758939)
H (-3.086061, -1.003237, 3.815326)
H (-2.897049, -2.001076, 5.269465)
H (-4.470743, -1.215736, 4.903240)
H (-2.929528, 0.994730, 7.426301)
H (-4.815882, -0.388229, 8.195961)
H (-3.254755, -1.167209, 8.559192)
H (-4.223549, -1.718396, 7.169405)
C (-4.344069, 2.679335, 0.641130)
C (-4.364842, 1.258301, 0.148681)
O (-3.413868, 0.755772, -0.442207)
N (-5.492363, 0.523494, 0.379775)
C (-6.701761, 0.938316, 1.052160)
H (-3.386597, 3.140968, 0.387541)
H (-5.142193, 3.252916, 0.161098)
H (-4.460497, 2.699774, 1.728489)
H (-5.438994, -0.424104, 0.022246)
H (-6.857952, 0.277836, 1.908278)
H (-7.534098, 0.826520, 0.353404)
H (-6.653352, 1.971792, 1.395763)
C (-0.365663, -4.652759, 3.637353)
C (-1.797119, -5.091958, 3.779888)
O (-2.732910, -4.299143, 3.737784)
N (-2.036674, -6.424003, 3.961323)
C (-1.073939, -7.498359, 4.036988)
H (-0.326865, -3.569419, 3.499383)
H (0.194855, -4.906262, 4.541777)
H (0.086041, -5.129078, 2.762478)
H (-3.021321, -6.650401, 4.049807)
H (-1.297815, -8.211686, 3.240362)
H (-1.189936, -7.990578, 5.005393)
H (-0.047834, -7.145975, 3.930162)
C (-3.356069, 3.125513, -8.213427)
C (-2.489762, 3.076373, -6.984861)
O (-1.880215, 4.058795, -6.573357)
N (-2.395206, 1.885836, -6.322797)
C (-3.032704, 0.632101, -6.652294)
H (-3.336586, 4.133366, -8.635348)
H (-2.976945, 2.428333, -8.966178)
H (-4.389406, 2.880039, -7.952123)
H (-1.796336, 1.923188, -5.505132)
H (-3.652491, 0.332976, -5.803792)
H (-2.251309, -0.115020, -6.809700)
H (-3.652151, 0.702588, -7.546607)

Atoms 1-2, force components in eV/Å:
C 0.498 -0.782 -1.623
O -1.704 2.471 -0.209

Atomic partial charges in e from the Mulliken method, atoms 1 to 4: atom 1 (C): -0.425, atom 2 (O): -0.332, atom 3 (C): -0.389, atom 4 (C): -0.695

***

Q: Which E_tot values were calculated for the entries above? A: -90560.36100; -19176.78758; -79718.21347, in eV.